No. 1
{
  "formula": "C3H9NO",
  "method": "ωB97M-V with the def2-TZVPD basis set",
  "symbols": ["C", "C", "C", "N", "H", "H", "H", "H", "H", "H", "H", "O", "H", "H"],
  "positions_angstrom": [[1.5770, 1.3767, -0.4483], [0.6635, 0.4025, -0.3678], [-0.1998, 0.0164, -1.5324], [0.7730, -0.5953, 0.6343], [2.3340, 1.5189, 0.3067], [1.5265, 1.9847, -1.3426], [0.2318, -0.8338, -2.0628], [-1.2345, -0.1958, -1.2626], [-0.1527, 0.8503, -2.2348], [-0.1556, -0.9007, 0.9274], [1.2496, -0.3172, 1.4661], [-2.0507, -0.8179, 1.3760], [-2.3332, -1.2273, 2.1891], [-2.7115, -1.0408, 0.7203]],
  "charge": 0,
  "e_lumo_ev": 0.6,
  "largest_force_ha_per_bohr": 0.042,
  "smiles": "C=C(C)N.O",
  "e_homo_ev": -7.90,
  "e_tot_ha": -249.6740,
  "multiplicity": 1
}


No. 2
{
  "formula": "C5H8N2",
  "method": "ωB97M-V with the def2-TZVPD basis set",
  "symbols": ["C", "C", "N", "C", "C", "C", "N", "H", "H", "H", "H", "H", "H", "H", "H"],
  "positions_angstrom": [[0.7528, -1.5507, -0.4083], [-1.5759, -0.0576, 0.3487], [0.8902, -0.1733, 0.0339], [-0.2847, 0.6406, 0.0575], [-0.1671, 1.9468, -0.1396], [2.2169, 0.4921, -0.1626], [1.9117, 0.0889, 1.0133], [0.1956, -2.1479, 0.3121], [1.7506, -1.9707, -0.5138], [0.2565, -1.5751, -1.3774], [-2.3639, 0.6799, 0.4741], [-1.8599, -0.7291, -0.4617], [-1.4943, -0.6402, 1.2663], [-1.0208, 2.5995, -0.1077], [0.7922, 2.3967, -0.3347]],
  "charge": 0,
  "e_lumo_ev": 0.9,
  "largest_force_ha_per_bohr": 0.038,
  "e_homo_ev": -9.27,
  "e_tot_ha": -304.6820,
  "multiplicity": 1
}


No. 3
{
  "formula": "C6H5BrFO3",
  "method": "ωB97M-V with the def2-TZVPD basis set",
  "symbols": ["C", "C", "C", "C", "Br", "C", "O", "O", "C", "O", "H", "H", "H", "H", "H", "F"],
  "positions_angstrom": [[2.1273, -0.4285, 0.4849], [1.3424, -0.1012, -0.8109], [-0.1129, 0.0251, -0.5400], [-0.9120, 1.0827, -0.4590], [-0.4796, 2.8633, -0.6983], [-2.2932, 0.6388, -0.0936], [-3.2015, 1.2670, 0.2898], [-2.2751, -0.7598, -0.1987], [-0.9766, -1.1588, -0.2467], [-0.6280, -2.2883, -0.0724], [1.4788, -0.3274, 1.3569], [2.4860, -1.4566, 0.4849], [2.9617, 0.2583, 0.6248], [1.6974, 0.8530, -1.2029], [1.4979, -0.8908, -1.5470], [-2.7126, 0.4232, 2.6283]],
  "charge": -1,
  "e_lumo_ev": 2.7,
  "largest_force_ha_per_bohr": 0.023,
  "e_homo_ev": -3.42,
  "e_tot_ha": -3131.2569,
  "multiplicity": 1
}


No. 4
{
  "formula": "C24H28INO2PtS4",
  "method": "ωB97M-V with the def2-TZVPD basis set",
  "symbols": ["Pt", "C", "N", "C", "C", "C", "C", "C", "C", "C", "C", "H", "H", "H", "H", "H", "H", "H", "H", "H", "H", "H", "H", "H", "C", "S", "C", "O", "H", "H", "H", "H", "H", "H", "I", "O", "C", "C", "C", "C", "C", "S", "C", "C", "C", "C", "S", "C", "C", "C", "C", "S", "H", "H", "H", "H", "H", "H", "H", "H", "H"],
  "positions_angstrom": [[-0.2255, 0.4812, -0.4673], [0.4838, 4.4688, 0.5469], [-0.8157, 4.7890, -0.1322], [-0.5818, 5.4596, -1.4425], [-1.7241, 3.5770, -0.3232], [-1.8208, 2.7842, 0.9418], [-2.5557, 3.3253, 2.0035], [-2.5577, 2.7151, 3.2466], [-1.7914, 1.5663, 3.4265], [-1.0916, 1.0190, 2.3606], [-1.1047, 1.5908, 1.0789], [1.0738, 5.3824, 0.5867], [0.9930, 3.7067, -0.0372], [0.2805, 4.0966, 1.5459], [-1.3171, 5.4263, 0.4815], [0.0067, 4.7793, -2.0556], [-0.0372, 6.3870, -1.2795], [-1.5398, 5.6625, -1.9161], [-1.2828, 2.9893, -1.1245], [-2.6833, 3.9859, -0.6448], [-3.1336, 4.2357, 1.8533], [-3.1360, 3.1304, 4.0629], [-1.7554, 1.0903, 4.3999], [-0.5000, 0.1225, 2.5264], [-1.9348, -2.4635, 1.6873], [-2.1983, -1.3771, 0.2906], [-3.7980, -0.7377, 0.7897], [-2.4973, -2.2471, -0.8846], [-2.7134, -3.2265, 1.6302], [-2.0088, -1.8879, 2.6117], [-0.9402, -2.8973, 1.5789], [-3.7444, -0.2602, 1.7693], [-4.4831, -1.5862, 0.7887], [-4.0995, -0.0092, 0.0359], [1.2449, 1.9207, -2.1544], [0.6207, -1.3426, 0.2268], [1.5747, -2.0396, -0.5285], [1.3917, -3.5229, -0.2358], [0.8684, -4.4996, -1.0247], [0.7420, -5.7530, -0.3520], [1.1655, -5.6947, 0.9379], [1.7290, -4.1300, 1.3423], [1.3834, -1.8154, -2.0277], [0.1945, -1.7045, -2.6865], [0.3555, -1.5412, -4.0951], [1.6609, -1.5399, -4.4693], [2.7023, -1.7238, -3.1244], [2.9820, -1.6166, -0.1004], [4.1590, -2.2958, -0.2086], [5.2807, -1.5355, 0.2373], [4.9190, -0.3004, 0.6805], [3.2311, -0.0542, 0.5622], [0.5647, -4.3304, -2.0493], [0.3555, -6.6497, -0.8172], [1.1885, -6.4845, 1.6732], [-0.7652, -1.8333, -2.1976], [-0.4717, -1.4320, -4.7844], [2.0769, -1.4272, -5.4597], [4.2242, -3.3071, -0.5910], [6.2992, -1.9010, 0.2336], [5.5571, 0.4757, 1.0764]],
  "s_squared": 2.0066,
  "charge": 0,
  "e_lumo_ev": [-0.2, -0.4],
  "largest_force_ha_per_bohr": 0.012,
  "e_homo_ev": [-6.61, -7.77],
  "e_tot_ha": -3146.2080,
  "multiplicity": 3
}


No. 5
{
  "formula": "C23H30N6O2",
  "method": "ωB97M-V with the def2-TZVPD basis set",
  "symbols": ["C", "C", "N", "N", "C", "C", "C", "O", "N", "C", "C", "C", "N", "C", "C", "C", "C", "C", "O", "C", "N", "N", "C", "C", "C", "C", "C", "C", "C", "C", "C", "H", "H", "H", "H", "H", "H", "H", "H", "H", "H", "H", "H", "H", "H", "H", "H", "H", "H", "H", "H", "H", "H", "H", "H", "H", "H", "H", "H", "H", "H"],
  "positions_angstrom": [[-0.4026, -0.7792, -3.0998], [-0.2959, -1.2837, -1.6980], [-1.3624, -1.7784, -1.1675], [-1.3877, -2.2690, 0.0809], [-2.6748, -2.8046, 0.5021], [-3.2445, -3.7555, -0.5479], [-3.7123, -1.7056, 0.8029], [-4.5437, -1.8461, 1.6746], [-3.6484, -0.6422, -0.0158], [-4.4106, 0.5597, 0.2278], [-3.8977, 1.3323, 1.4501], [-2.3737, 1.4796, 1.4562], [-1.8456, 1.8628, 0.1528], [-0.3957, 1.7914, 0.0878], [0.1513, 3.1306, 0.6259], [-1.0134, 4.1113, 0.4225], [-2.1234, 3.2444, -0.2111], [-0.3314, -2.2842, 0.9829], [-0.4579, -2.7306, 2.1051], [0.8727, -1.7096, 0.4038], [2.0469, -1.5492, 0.9886], [2.8287, -0.9644, 0.0833], [4.1559, -0.6685, 0.4440], [4.7494, 0.5384, 0.0948], [6.0555, 0.7898, 0.4766], [6.7624, -0.1461, 1.2123], [6.1561, -1.3354, 1.5842], [4.8543, -1.6002, 1.2040], [2.2049, -0.7485, -1.1039], [2.8730, -0.1887, -2.3054], [0.9079, -1.2222, -0.9332], [-0.0589, 0.2514, -3.1629], [0.2082, -1.3866, -3.7666], [-1.4374, -0.8362, -3.4243], [-2.4920, -3.3382, 1.4407], [-4.2003, -4.1374, -0.2009], [-3.3881, -3.2295, -1.4882], [-2.5664, -4.5907, -0.7086], [-2.8718, -0.5742, -0.6594], [-4.3423, 1.1792, -0.6667], [-5.4530, 0.2775, 0.4000], [-4.3855, 2.3079, 1.4733], [-4.1829, 0.7922, 2.3534], [-1.9335, 0.5103, 1.7067], [-2.0892, 2.1864, 2.2511], [-0.1205, 1.6750, -0.9659], [-0.0194, 0.9324, 0.6424], [0.4077, 3.0369, 1.6806], [1.0471, 3.4363, 0.0876], [-0.7452, 4.9424, -0.2272], [-1.3479, 4.5231, 1.3742], [-2.0708, 3.3126, -1.3025], [-3.1208, 3.5424, 0.1039], [4.1897, 1.2862, -0.4445], [6.5180, 1.7269, 0.2051], [7.7810, 0.0569, 1.5060], [6.6993, -2.0596, 2.1717], [4.3585, -2.5134, 1.4924], [2.4799, -0.6665, -3.1995], [3.9474, -0.3556, -2.2604], [2.6917, 0.8837, -2.3920]],
  "charge": 0,
  "e_lumo_ev": 0.3,
  "largest_force_ha_per_bohr": 0.025,
  "smiles": "Cc1nn([C@H](C)C(=O)NCCCN2CCCC2)c(=O)c2nn(-c3ccccc3)c(C)c12",
  "e_homo_ev": -8.38,
  "e_tot_ha": -1373.4684,
  "multiplicity": 1
}


No. 6
{
  "formula": "C25H54F3N8O10",
  "method": "ωB97M-V with the def2-TZVPD basis set",
  "symbols": ["N", "C", "C", "O", "C", "F", "F", "F", "C", "O", "O", "H", "H", "H", "H", "H", "C", "C", "O", "N", "C", "H", "H", "H", "H", "H", "H", "H", "C", "C", "O", "N", "C", "H", "H", "H", "H", "H", "H", "H", "C", "C", "O", "N", "C", "H", "H", "H", "H", "H", "H", "H", "C", "C", "O", "N", "C", "H", "H", "H", "H", "H", "H", "H", "C", "C", "O", "N", "C", "H", "H", "H", "H", "H", "H", "H", "C", "C", "O", "N", "C", "H", "H", "H", "H", "H", "H", "H", "C", "C", "O", "N", "C", "H", "H", "H", "H", "H", "H", "H"],
  "positions_angstrom": [[0.5124, 4.0288, -0.1482], [0.9218, 5.4615, -0.1472], [1.4367, 5.9778, -1.5927], [2.5849, 5.2238, -2.0835], [3.6300, 6.1099, -2.4689], [3.1389, 7.0532, -3.4362], [4.1337, 6.7537, -1.3187], [4.6624, 5.3872, -3.1191], [1.9333, 5.8671, 1.0249], [2.5533, 5.0230, 1.7728], [2.1542, 7.2064, 1.2644], [1.3168, 3.3901, -0.1013], [-0.1074, 3.9320, 0.6681], [-0.0448, 6.0654, 0.0425], [1.6720, 7.0970, -1.4343], [0.6220, 5.9238, -2.3961], [0.2923, 0.3449, 2.6034], [1.3103, 0.8250, 1.6062], [1.1175, 0.7639, 0.3945], [2.4742, 1.3414, 2.0792], [2.8871, 1.5006, 3.4561], [-0.5803, -0.0374, 2.0736], [0.7103, -0.4615, 3.2080], [-0.0259, 1.1705, 3.2419], [3.1068, 1.6439, 1.3508], [3.0789, 2.5612, 3.6345], [3.8141, 0.9403, 3.6032], [2.1344, 1.1453, 4.1564], [-1.8194, -2.8474, 4.8416], [-2.1713, -1.3878, 4.7568], [-1.3328, -0.5055, 4.8884], [-3.4709, -1.0581, 4.5250], [-4.5991, -1.9461, 4.3433], [-0.7506, -2.9529, 5.0293], [-2.3637, -3.3167, 5.6643], [-2.0553, -3.3443, 3.8979], [-3.6317, -0.0618, 4.4803], [-5.0352, -1.7500, 3.3607], [-5.3404, -1.7210, 5.1136], [-4.3147, -2.9939, 4.4110], [-2.9432, -6.4597, 4.9188], [-3.6654, -6.1216, 6.1935], [-3.8399, -4.9651, 6.5605], [-4.1336, -7.1505, 6.9518], [-4.0292, -8.5704, 6.6920], [-2.6298, -5.5408, 4.4243], [-2.0546, -7.0544, 5.1381], [-3.6063, -7.0048, 4.2461], [-4.6070, -6.8491, 7.7918], [-5.0391, -8.9849, 6.6398], [-3.4968, -9.0337, 7.5260], [-3.5022, -8.7823, 5.7637], [5.0578, 2.2693, -2.8737], [3.8746, 1.9865, -1.9882], [3.0396, 2.8365, -1.7066], [3.7408, 0.7289, -1.4842], [4.6048, -0.4134, -1.6842], [5.0290, 3.3053, -3.1950], [5.9865, 2.1035, -2.3231], [5.0235, 1.6311, -3.7600], [2.9207, 0.6185, -0.8999], [4.0149, -1.2153, -2.1352], [4.9680, -0.7444, -0.7079], [5.4524, -0.1829, -2.3261], [-3.6286, -8.2061, 0.4458], [-3.7179, -8.7580, 1.8424], [-2.8306, -8.5853, 2.6685], [-4.8289, -9.4694, 2.1791], [-5.9767, -9.7802, 1.3532], [-2.6895, -7.6654, 0.3296], [-3.6512, -9.0203, -0.2814], [-4.4518, -7.5122, 0.2635], [-4.8172, -9.8072, 3.1309], [-6.8671, -9.3699, 1.8347], [-6.0725, -10.8668, 1.2939], [-5.8865, -9.3700, 0.3502], [4.7760, 7.5713, -9.0333], [3.4714, 6.8898, -8.7192], [2.7805, 6.3737, -9.5901], [3.0654, 6.8573, -7.4224], [3.7351, 7.4051, -6.2597], [4.9644, 7.5160, -10.1054], [4.7289, 8.6232, -8.7441], [5.5951, 7.0716, -8.5119], [2.1828, 6.3844, -7.2889], [3.9258, 6.5906, -5.5604], [3.0664, 8.1291, -5.7899], [4.6741, 7.8914, -6.5147], [-2.5300, 0.4517, -3.9642], [-1.9651, 1.0704, -2.7127], [-2.4747, 0.8911, -1.6126], [-0.8568, 1.8470, -2.8315], [-0.1196, 2.1730, -4.0320], [-3.4109, -0.1385, -3.7107], [-2.8274, 1.2324, -4.6675], [-1.7910, -0.2092, -4.4223], [-0.5328, 2.2292, -1.9508], [0.9094, 1.8283, -3.9062], [-0.1190, 3.2592, -4.1493], [-0.5502, 1.7131, -4.9193]],
  "charge": -1,
  "e_lumo_ev": 1.3,
  "largest_force_ha_per_bohr": 0.113,
  "e_homo_ev": -3.81,
  "e_tot_ha": -2475.1511,
  "multiplicity": 1
}